(1)
{
  "formula": "C11H44O11",
  "method": "the ωB97M-V functional and the def2-TZVPD basis",
  "elements": ["C", "O", "H", "H", "H", "H", "C", "O", "H", "H", "H", "H", "C", "O", "H", "H", "H", "H", "C", "O", "H", "H", "H", "H", "C", "O", "H", "H", "H", "H", "C", "O", "H", "H", "H", "H", "C", "O", "H", "H", "H", "H", "C", "O", "H", "H", "H", "H", "C", "O", "H", "H", "H", "H", "C", "O", "H", "H", "H", "H", "C", "O", "H", "H", "H", "H"],
  "positions_angstrom": [[0.79077, -0.48804, -3.36586], [-0.13759, -1.19216, -2.55899], [0.61965, 0.58838, -3.37775], [1.78069, -0.65640, -2.94182], [0.82657, -0.85186, -4.39273], [0.23321, -2.04602, -2.32442], [-0.95802, -3.76850, 1.01845], [-0.90852, -5.10387, 1.56341], [-1.57368, -3.02904, 1.53055], [0.05765, -3.38490, 1.11523], [-1.09495, -3.80991, -0.06212], [-1.54603, -5.63644, 1.08220], [-1.57415, -3.17162, -4.96310], [-2.30565, -2.42930, -3.99288], [-1.11879, -4.05391, -4.51331], [-2.28496, -3.37358, -5.76439], [-0.83583, -2.45313, -5.31914], [-1.63843, -1.97715, -3.47136], [3.42865, 1.49447, 0.22929], [2.32025, 2.02025, 0.95138], [4.39065, 1.86685, 0.58141], [3.41904, 0.40529, 0.27053], [3.34797, 1.80570, -0.81221], [2.29078, 1.53491, 1.77914], [-3.50559, 2.61383, 1.01195], [-3.55318, 3.49917, 2.07177], [-3.63877, 1.58826, 1.35630], [-4.29091, 2.88575, 0.30666], [-2.56201, 2.74812, 0.48306], [-3.36532, 4.40783, 1.82550], [1.04727, 3.20451, -2.51446], [0.71012, 4.05664, -3.57161], [1.26105, 3.72169, -1.57909], [0.27679, 2.44540, -2.37946], [1.90211, 2.60900, -2.83495], [-0.03171, 3.67216, -4.04433], [2.86992, -2.86854, 2.50670], [4.06259, -3.19560, 1.78097], [2.11658, -3.65529, 2.46678], [3.05965, -2.69066, 3.56522], [2.48495, -2.04889, 1.89999], [4.49030, -3.94214, 2.20681], [-0.49474, 0.13615, 0.49758], [-1.49872, -0.16290, -0.40969], [-0.01322, -0.74885, 0.91353], [0.26863, 0.62044, -0.11138], [-0.85391, 0.76202, 1.31451], [-1.08762, -0.53919, -1.19136], [-0.00377, 4.55425, 1.42790], [1.38503, 4.62478, 1.68197], [-0.18671, 4.87742, 0.40311], [-0.35280, 3.53150, 1.57027], [-0.58942, 5.20093, 2.08130], [1.75075, 3.81211, 1.32500], [-4.12915, -2.11334, -0.01646], [-4.01866, -0.70558, 0.04476], [-5.16551, -2.45064, -0.03373], [-3.68728, -2.50242, -0.93377], [-3.67732, -2.54883, 0.87478], [-3.11835, -0.41482, -0.11803], [2.74567, 0.59904, 4.12690], [1.74147, 0.41479, 3.11516], [3.40645, 1.41238, 3.82697], [2.34126, 0.80709, 5.11749], [3.28130, -0.35017, 4.14144], [1.09345, -0.15750, 3.53247]],
  "forces_ev_per_a": [[1.2, -0.1, -0.1], [-0.6, 0.1, 0.0], [-0.4, -0.3, 0.2], [0.2, 0.2, -0.1], [-0.3, -0.1, -0.1], [0.1, -0.1, 0.0], [1.5, -0.5, -0.1], [-0.4, 0.9, -0.1], [-0.6, -0.5, -0.1], [0.2, 0.0, 0.2], [-0.6, 0.2, 0.0], [-0.1, 0.0, 0.1], [-0.5, 1.3, 0.3], [-0.3, -0.4, 0.3], [0.0, -0.2, -0.3], [0.3, -0.4, 0.0], [0.5, -0.6, -0.6], [-0.1, 0.3, 0.3], [-0.2, 0.1, -0.3], [0.5, 0.2, -0.5], [0.0, 0.0, 0.3], [0.1, -0.1, 0.0], [-0.2, 0.0, 0.0], [-0.5, -0.1, 0.3], [0.1, 0.4, -1.3], [-0.1, 0.6, 2.1], [0.0, 0.2, 0.0], [-0.2, -0.5, -0.3], [0.3, -0.5, -0.2], [0.0, -0.2, -0.3], [0.2, -1.2, -0.3], [-0.3, 0.8, -0.3], [-0.1, 0.1, -0.2], [-0.3, 0.2, 0.5], [0.6, 0.1, 0.3], [0.0, 0.2, 0.0], [0.2, -0.4, -1.0], [-0.2, -0.2, 0.4], [0.0, -0.3, -0.1], [0.0, 0.6, -0.1], [-0.2, 0.4, 0.8], [0.1, -0.1, 0.0], [1.3, 0.2, -0.3], [-1.3, -0.3, 0.0], [-0.1, -0.3, 0.3], [0.4, 0.6, 0.7], [0.0, 0.1, -0.3], [0.0, -0.1, -0.4], [0.1, -0.1, -0.3], [-0.2, 0.5, 0.4], [-0.3, -0.1, -0.2], [-0.3, -0.1, -0.1], [0.3, 0.1, 0.2], [0.4, -0.3, -0.1], [0.3, 0.3, 0.0], [-1.6, -0.1, 0.2], [-0.2, 0.5, 0.1], [0.3, -0.2, 0.0], [0.2, -0.3, -0.1], [0.5, -0.3, -0.1], [0.2, -0.6, -0.4], [0.0, 0.4, 0.7], [-0.1, -0.1, 0.0], [-0.2, 0.1, -0.1], [0.5, 0.2, 0.4], [-0.3, 0.0, -0.4]],
  "e_lumo_ha": 0.000,
  "orbital_gap_ev": 9.47,
  "total_charge": 0,
  "fmax_ev_per_a": 2.17,
  "e_above_lowest_kcal_mol": 65.8
}



(2)
{
  "formula": "C2H5N6O",
  "method": "the ωB97M-V functional and the def2-TZVPD basis",
  "elements": ["C", "C", "N", "N", "N", "N", "N", "N", "O", "H", "H", "H", "H", "H"],
  "positions_angstrom": [[0.21101, 1.82656, 0.87943], [-0.23105, -0.50428, -0.56077], [1.09057, -0.67469, -0.64625], [-0.77787, -1.37946, 0.26026], [1.41009, -1.62041, 0.15258], [0.27077, -2.05699, 0.73734], [0.82887, 1.35960, 1.79760], [-0.99942, 0.31798, -1.49762], [-0.41940, 2.19814, -0.03666], [0.31090, -2.86051, 1.52951], [1.58075, 1.68692, 2.44832], [-0.86079, 1.32664, -0.99585], [-1.93571, 0.00366, -1.65667], [-0.47872, 0.37686, -2.41123]],
  "forces_ev_per_a": [[2.2, -0.6, 2.8], [-0.6, -2.7, -0.2], [0.4, 0.6, -0.8], [-0.6, -0.4, 0.8], [-0.3, -0.7, 1.2], [0.7, -0.1, 0.2], [0.0, 1.2, -0.4], [2.7, 1.1, 0.1], [-0.5, 1.1, -0.2], [-0.5, 2.6, -2.6], [-1.2, -0.5, -1.1], [-0.9, -1.1, -1.0], [-0.8, -0.3, 0.1], [-0.6, -0.3, 1.0]],
  "e_lumo_ha": -0.124,
  "orbital_gap_ev": 12.16,
  "total_charge": 1,
  "fmax_ev_per_a": 3.74,
  "e_above_lowest_kcal_mol": 0.0
}



(3)
{
  "formula": "C4H10N2",
  "method": "the ωB97M-V functional and the def2-TZVPD basis",
  "elements": ["H", "N", "C", "N", "H", "H", "H", "C", "C", "C", "H", "H", "H", "H", "H", "H"],
  "positions_angstrom": [[0.12260, -0.47045, 1.97822], [-0.29744, -1.32977, 1.64373], [0.54428, -2.05876, 1.05338], [0.28318, -3.36676, 0.66454], [1.55853, -1.69666, 0.85142], [-0.46361, -3.49866, -0.00396], [1.11432, -3.83248, 0.33013], [-1.49218, 2.06436, -0.05660], [-0.61659, 1.33895, -0.73237], [0.70391, 1.84956, -1.22344], [-2.45455, 1.68103, 0.24966], [-1.27621, 3.09033, 0.22292], [-0.81880, 0.28273, -0.87306], [0.75061, 1.79672, -2.30996], [0.81559, 2.89924, -0.95982], [1.52635, 1.25063, -0.83477]],
  "forces_ev_per_a": [[0.0, 0.2, -0.4], [-0.5, -0.3, 0.2], [0.3, 0.4, 0.3], [0.3, -0.2, -0.6], [0.2, -0.3, 0.2], [-0.3, 0.1, 0.4], [0.0, 0.0, -0.1], [-0.1, 0.2, 0.0], [0.2, -0.1, 0.3], [-0.4, 0.0, -0.1], [0.0, -0.2, 0.1], [0.0, 0.1, -0.2], [-0.1, 0.0, -0.3], [0.0, -0.1, -0.1], [0.2, 0.0, 0.2], [0.1, 0.1, 0.1]],
  "e_lumo_ha": 0.033,
  "orbital_gap_ev": 10.39,
  "total_charge": 0,
  "fmax_ev_per_a": 0.68,
  "e_above_lowest_kcal_mol": 32.8
}